Entry 1:
# C32H33BrCl4CrGe2IO4Se2

C32H33BrCl4CrGe2IO4Se2 as an isolated structure (the ωB97M-V functional and the def2-TZVPD basis, the Open Molecules 2025 dataset).

Structure (XYZ):
```
80
Properties=species:S:1:pos:R:3
Cr 0.26 0.17 -0.38
Cl -0.20 -6.67 -1.33
C 0.17 -5.09 -0.73
C 0.89 -4.97 0.50
Cl 1.36 -6.40 1.34
C 1.21 -3.73 1.00
Cl 2.09 -3.54 2.47
C 0.81 -2.54 0.33
O 1.11 -1.39 0.74
C 0.07 -2.66 -0.93
O -0.25 -1.62 -1.53
C -0.22 -3.98 -1.42
Cl -1.07 -4.08 -2.91
O 2.13 3.25 -1.57
C 2.44 3.01 -2.92
C 1.46 2.08 -3.65
C 1.74 2.36 -5.15
O 1.05 1.51 -6.05
C -0.01 2.41 -3.40
Se -0.98 1.84 -1.78
C 1.79 0.59 -3.41
Se 2.44 0.08 -1.63
H 2.69 2.67 -1.02
H 3.44 2.58 -3.03
H 2.45 3.99 -3.43
H 2.83 2.27 -5.32
H 1.44 3.38 -5.40
H 1.10 0.61 -5.70
H -0.58 1.97 -4.22
H -0.14 3.50 -3.48
H 2.59 0.29 -4.09
H 0.91 -0.02 -3.62
C 0.12 5.23 -0.28
Ge -0.12 4.12 1.32
C 0.45 5.35 2.79
C -2.07 3.91 1.52
Ge 0.94 1.90 1.37
C 0.58 1.27 3.24
C 1.08 0.03 3.64
C 0.85 -0.47 4.91
C 0.09 0.26 5.82
C -0.43 1.49 5.44
C -0.18 1.98 4.16
C 2.91 2.22 1.47
C 3.77 1.12 1.54
C 5.15 1.28 1.60
C 5.71 2.55 1.57
C 4.88 3.66 1.48
C 3.49 3.49 1.43
H -0.46 6.15 -0.15
H -0.23 4.69 -1.15
H 1.17 5.49 -0.44
H -0.19 6.23 2.76
H 1.48 5.68 2.64
H 0.39 4.90 3.78
H -2.54 4.88 1.70
H -2.34 3.23 2.32
H -2.45 3.49 0.59
H 1.64 -0.58 2.94
H 1.24 -1.44 5.19
H -0.11 -0.13 6.81
H -1.04 2.06 6.13
H -0.62 2.94 3.89
H 3.36 0.12 1.53
H 5.79 0.41 1.65
H 6.78 2.68 1.60
H 5.30 4.66 1.44
H 2.87 4.37 1.35
Br -4.65 -0.37 4.21
C -5.20 0.86 2.85
C -6.31 1.66 3.10
C -6.72 2.56 2.13
C -6.02 2.66 0.93
C -4.91 1.86 0.70
C -4.52 0.96 1.68
I -2.10 -0.14 1.06
H -6.84 1.58 4.04
H -7.58 3.19 2.31
H -6.33 3.37 0.18
H -4.34 1.93 -0.22
```

Output
HOMO level (alpha / beta) = -1.98 / -2.03 eV
Electronic energy = -16253.893117 a.u.
HOMO-LUMO gap (alpha / beta) = 0.2111 / 0.1700 hartree
Relative energy (zero: lowest compared OMol25 entry of this formula, charge and spin) = 1.576 eV
F_max = 0.5 eV Å⁻¹
Net charge = -2
Spin multiplicity = 6
<S²> = 8.962

Entry 2:
# C32H33Cl2NO2PPdS2

C32H33Cl2NO2PPdS2 as an isolated structure (the ωB97M-V functional and the def2-TZVPD basis, the Open Molecules 2025 dataset).

Structure (XYZ):
```
74
Properties=species:S:1:pos:R:3
Pd -0.07 -0.19 -0.03
Cl -2.92 -0.76 1.61
C -3.64 0.65 0.89
C -5.01 0.60 0.68
C -5.66 1.69 0.13
C -4.92 2.81 -0.22
C -3.56 2.83 -0.01
Cl -2.72 4.27 -0.52
C -2.83 1.76 0.55
S -1.11 1.84 0.78
H -5.54 -0.29 0.97
H -6.73 1.66 -0.03
H -5.40 3.68 -0.66
C 2.85 -2.16 1.55
C 2.02 -1.70 2.74
C 1.98 -0.18 2.83
C 0.61 -2.30 2.70
C 0.56 -3.79 3.04
O -0.28 -4.37 2.03
C -0.46 -3.38 1.09
N 0.00 -2.23 1.37
C -1.23 -3.80 -0.10
C -2.11 -4.87 0.09
C -2.90 -5.35 -0.93
C -2.81 -4.76 -2.19
C -1.94 -3.71 -2.39
C -1.14 -3.20 -1.37
P 0.02 -1.80 -1.78
C -1.17 -0.58 -2.48
C -0.66 0.46 -3.27
C -1.47 1.50 -3.69
C -2.82 1.53 -3.33
C -3.34 0.50 -2.56
C -2.53 -0.55 -2.15
C 0.73 -2.56 -3.31
C 0.33 -2.30 -4.62
C 0.94 -2.94 -5.69
C 1.97 -3.84 -5.47
C 2.38 -4.11 -4.17
C 1.78 -3.46 -3.11
H 3.88 -1.80 1.64
H 2.42 -1.77 0.62
H 2.89 -3.25 1.47
H 2.48 -2.09 3.66
H 1.42 0.24 1.99
H 3.00 0.22 2.82
H 1.49 0.15 3.75
H -0.04 -1.72 3.37
H 0.13 -4.01 4.01
H 1.55 -4.26 2.96
H -2.16 -5.33 1.07
H -3.58 -6.17 -0.76
H -3.43 -5.12 -3.00
H -1.87 -3.26 -3.37
H 0.40 0.47 -3.51
H -1.05 2.30 -4.28
H -3.44 2.36 -3.62
H -4.37 0.52 -2.25
H -2.94 -1.33 -1.52
H -0.47 -1.59 -4.80
H 0.62 -2.72 -6.70
H 2.45 -4.34 -6.31
H 3.19 -4.80 -3.99
H 2.12 -3.64 -2.09
C 4.02 1.51 -0.51
S 2.41 0.89 -1.09
C 1.64 2.50 -1.22
O 2.67 0.43 -2.49
H 4.40 2.24 -1.22
H 4.69 0.66 -0.46
H 3.89 1.95 0.48
H 1.56 2.94 -0.22
H 0.63 2.35 -1.59
H 2.23 3.13 -1.89
```

Output
HOMO level = -2.84 eV
Electronic energy = -3630.491211 a.u.
HOMO-LUMO gap = 0.1995 hartree
Relative energy (zero: lowest compared OMol25 entry of this formula, charge and spin) = 1.501 eV
F_max = 0.6 eV Å⁻¹
Net charge = -1

Entry 3:
# C32H33F5NNiOP

C32H33F5NNiOP as an isolated structure (the ωB97M-V functional and the def2-TZVPD basis, the Open Molecules 2025 dataset).

Structure (XYZ):
```
74
Properties=species:S:1:pos:R:3
Ni 0.62 0.18 0.92
C -0.10 3.07 2.52
C 0.10 3.79 1.20
C -0.76 5.06 1.20
C -0.27 2.95 -0.02
C -0.18 3.77 -1.31
O 0.62 2.95 -2.21
C 1.06 1.91 -1.50
N 0.64 1.80 -0.30
C 2.04 1.08 -2.28
C 2.73 1.76 -3.28
C 3.66 1.11 -4.07
C 3.90 -0.25 -3.87
C 3.20 -0.93 -2.89
C 2.27 -0.29 -2.07
P 1.29 -1.22 -0.85
C 2.31 -2.68 -0.49
C 3.65 -2.55 -0.15
C 4.39 -3.65 0.25
C 3.79 -4.90 0.34
C 2.45 -5.04 0.03
C 1.71 -3.94 -0.38
C -0.07 -1.82 -1.88
C 0.16 -2.60 -3.02
C -0.89 -3.03 -3.80
C -2.20 -2.69 -3.45
C -2.44 -1.93 -2.32
C -1.38 -1.49 -1.53
H 0.28 3.70 3.34
H 0.42 2.12 2.58
H -1.15 2.86 2.70
H 1.15 4.06 1.09
H -1.82 4.80 1.13
H -0.53 5.76 0.40
H -0.63 5.60 2.14
H -1.27 2.51 0.13
H 0.37 4.70 -1.18
H -1.13 3.97 -1.80
H 2.54 2.81 -3.43
H 4.20 1.65 -4.83
H 4.62 -0.77 -4.48
H 3.40 -1.98 -2.74
H 4.12 -1.57 -0.19
H 5.43 -3.53 0.51
H 4.36 -5.75 0.66
H 1.97 -6.00 0.10
H 0.66 -4.06 -0.62
H 1.17 -2.87 -3.30
H -0.70 -3.63 -4.68
H -3.03 -3.03 -4.06
H -3.45 -1.67 -2.04
H -1.57 -0.91 -0.64
F 0.96 -2.25 2.26
C 1.27 -0.91 2.32
F 2.65 -0.84 2.16
C 1.05 -0.50 3.79
F -0.24 -0.36 4.07
F 1.56 -1.40 4.64
F 1.66 0.67 4.05
C -4.66 -0.32 0.96
C -3.84 0.41 2.03
C -4.27 1.88 2.08
C -4.08 -0.23 3.40
C -2.40 0.33 1.70
C -1.23 0.25 1.40
H -5.72 -0.25 1.18
H -4.38 -1.37 0.91
H -4.48 0.13 -0.02
H -5.33 1.96 2.32
H -4.09 2.37 1.12
H -3.70 2.42 2.84
H -5.14 -0.18 3.66
H -3.51 0.28 4.17
H -3.77 -1.28 3.40
```

Output
HOMO level (alpha / beta) = -7.95 / -7.77 eV
Electronic energy = -3718.129692 a.u.
HOMO-LUMO gap (alpha / beta) = 0.2874 / 0.2772 hartree
Relative energy (zero: lowest compared OMol25 entry of this formula, charge and spin) = 0.650 eV
F_max = 0.6 eV Å⁻¹
Net charge = 0

Entry 4:
# C32H33GeN6O3S2Tc

C32H33GeN6O3S2Tc as an isolated structure at a distorted geometry (the ωB97M-V functional and the def2-TZVPD basis, the Open Molecules 2025 dataset).

Structure (XYZ):
```
78
Properties=species:S:1:pos:R:3
Tc 0.45 -0.25 3.12
N -2.02 -2.60 1.77
C -0.69 -2.94 1.60
N 0.33 -2.16 2.01
C 1.53 -2.79 1.74
C 1.46 -4.00 1.18
S -0.18 -4.41 0.91
C 2.72 -2.02 2.13
C 4.02 -2.13 1.78
S 4.98 -0.85 2.39
C 3.58 -0.12 3.02
N 2.48 -0.86 2.88
N 3.56 1.06 3.68
H -2.25 -1.72 2.21
H -2.70 -3.31 1.65
H 2.32 -4.65 1.01
H 4.51 -2.95 1.28
H 4.40 1.54 3.93
H 2.77 1.27 4.26
O 0.27 4.62 -2.54
C 0.64 3.60 -2.86
O -0.88 0.18 2.27
C 1.48 2.49 -3.29
C 0.95 1.02 -3.30
Ge -0.80 0.60 -4.36
C -2.12 1.96 -3.73
C -3.15 2.70 -4.39
C -4.02 3.61 -3.71
C -3.72 3.94 -2.40
C -2.74 3.25 -1.68
C -2.05 2.20 -2.33
C -1.26 -1.27 -3.77
C -0.23 -2.25 -3.51
C -0.53 -3.41 -2.82
C -1.82 -3.65 -2.31
C -2.88 -2.80 -2.67
C -2.55 -1.61 -3.34
C -0.23 0.58 -6.22
C 0.73 -0.38 -6.58
C 1.32 -0.43 -7.84
C 0.84 0.46 -8.81
C -0.11 1.42 -8.51
C -0.63 1.49 -7.19
H 2.21 2.51 -2.48
H 1.91 2.82 -4.21
H 0.86 0.55 -2.31
H 1.70 0.46 -3.98
H -3.22 2.69 -5.45
H -4.68 4.19 -4.35
H -4.33 4.78 -1.95
H -2.51 3.45 -0.63
H -1.37 1.62 -1.74
H 0.77 -2.08 -3.81
H 0.29 -4.13 -2.62
H -1.96 -4.55 -1.75
H -3.91 -2.92 -2.20
H -3.37 -0.94 -3.55
H 1.13 -1.10 -5.86
H 2.10 -1.12 -8.09
H 1.24 0.37 -9.81
H -0.42 2.12 -9.27
H -1.30 2.32 -6.96
N 0.75 0.29 5.04
C 0.66 0.51 6.22
N 0.56 0.68 7.48
C -0.84 0.69 8.09
C -0.81 -0.27 9.24
O 0.28 0.03 10.11
C 1.53 -0.17 9.51
C 1.73 0.82 8.37
H -1.55 0.37 7.33
H -1.08 1.73 8.43
H -0.77 -1.31 8.89
H -1.73 -0.20 9.83
H 1.68 -1.22 9.14
H 2.28 0.06 10.25
H 2.64 0.61 7.80
H 1.75 1.92 8.65
```

Output
HOMO level (alpha / beta) = -14.63 / -14.63 eV
Electronic energy = -4746.524150 a.u.
HOMO-LUMO gap (alpha / beta) = 0.2061 / 0.1706 hartree
Relative energy (zero: lowest compared OMol25 entry of this formula, charge and spin) = 0.000 eV
F_max = 3.0 eV Å⁻¹
Net charge = +3
Spin multiplicity = 4
<S²> = 3.769

Entry 5:
# C32H33IrN4O2

C32H33IrN4O2 as an isolated structure (the ωB97M-V functional and the def2-TZVPD basis, the Open Molecules 2025 dataset).

Structure (XYZ):
```
72
Properties=species:S:1:pos:R:3
Ir 0.03 -0.44 -0.65
C -1.44 -3.23 -3.03
C -1.92 -3.62 -1.66
C -3.11 -4.32 -1.51
C -3.54 -4.70 -0.25
C -2.78 -4.39 0.87
C -1.58 -3.69 0.75
C -0.76 -3.36 1.96
C -1.16 -3.30 -0.53
N 0.02 -2.52 -0.68
C 1.10 -3.07 -1.27
O 1.30 -4.24 -1.56
C 2.17 -2.04 -1.58
C 3.44 -2.27 -2.07
C 4.27 -1.18 -2.29
C 3.83 0.12 -2.06
C 2.54 0.30 -1.59
N 1.80 -0.78 -1.36
C 1.82 1.63 -1.37
O 2.46 2.65 -1.30
N 0.46 1.44 -1.30
C -0.57 2.40 -1.39
C -0.47 3.67 -1.97
C 0.71 4.13 -2.80
C -1.56 4.53 -1.87
C -2.75 4.15 -1.28
C -2.89 2.84 -0.85
C -1.83 1.96 -0.92
C -2.09 0.51 -0.62
H -2.21 -3.40 -3.78
H -0.55 -3.80 -3.31
H -1.15 -2.17 -3.08
H -3.69 -4.57 -2.38
H -4.47 -5.24 -0.14
H -3.11 -4.69 1.85
H -1.16 -3.86 2.84
H -0.72 -2.29 2.15
H 0.28 -3.69 1.82
H 3.75 -3.29 -2.26
H 5.27 -1.34 -2.67
H 4.45 0.99 -2.23
H 1.11 3.32 -3.40
H 1.53 4.51 -2.19
H 0.37 4.92 -3.47
H -1.47 5.52 -2.29
H -3.58 4.85 -1.21
H -3.84 2.49 -0.46
H -3.07 0.37 -0.14
H -1.49 0.00 0.25
H -2.16 -0.11 -1.53
C -0.28 3.30 3.88
N -0.12 2.96 2.49
C 1.13 3.43 1.93
C -0.51 1.63 2.03
C 0.48 0.49 2.23
C 1.03 0.33 3.51
C 1.98 -0.63 3.80
C 2.41 -1.47 2.78
C 1.85 -1.35 1.52
C 0.87 -0.40 1.22
H -0.42 4.38 3.98
H 0.57 3.02 4.52
H -1.18 2.81 4.28
H 1.24 4.49 2.13
H 1.14 3.29 0.85
H 2.01 2.91 2.35
H -0.69 1.74 0.97
H -1.46 1.38 2.50
H 0.69 0.98 4.30
H 2.38 -0.72 4.80
H 3.15 -2.23 2.96
H 2.17 -2.07 0.78
```

Output
HOMO level = -7.72 eV
Electronic energy = -1713.049588 a.u.
HOMO-LUMO gap = 0.2534 hartree
F_max = 0.2 eV Å⁻¹
Net charge = 0

Entry 6:
# C32H33N7O8PSTi

C32H33N7O8PSTi as an isolated structure (the ωB97M-V functional and the def2-TZVPD basis, the Open Molecules 2025 dataset).

Structure (XYZ):
```
83
Properties=species:S:1:pos:R:3
Ti 0.43 -1.27 0.47
O 0.51 -2.86 -0.98
N -0.58 -2.85 -1.73
C -0.41 -2.85 -3.07
C -1.48 -2.85 -3.92
C -2.77 -2.83 -3.37
C -2.92 -2.80 -2.01
C -1.81 -2.76 -1.15
S -1.87 -2.52 0.54
H 0.62 -2.81 -3.38
H -1.32 -2.80 -4.99
H -3.64 -2.81 -4.01
H -3.90 -2.71 -1.55
O 1.66 1.01 -5.04
C 1.49 0.67 -3.87
C 0.05 0.48 -3.24
O -1.00 0.65 -3.86
C 0.30 0.06 -1.91
C 1.67 0.00 -1.67
O 2.05 -0.37 -0.50
C 2.48 0.36 -2.84
O 3.74 0.35 -2.90
O -0.49 -0.27 -0.85
C -3.15 3.02 1.86
P -2.23 1.70 0.92
C -3.58 1.19 -0.23
C -3.32 0.94 -1.58
C -4.32 0.47 -2.41
C -5.60 0.22 -1.92
C -5.86 0.46 -0.57
C -4.86 0.94 0.26
C -1.23 2.79 -0.16
C -1.79 3.70 -1.06
C -0.98 4.46 -1.89
C 0.40 4.33 -1.83
C 0.97 3.44 -0.93
C 0.16 2.68 -0.09
H -3.65 3.74 1.21
H -2.42 3.54 2.48
H -3.89 2.57 2.52
H -2.34 1.09 -2.00
H -4.08 0.28 -3.45
H -6.38 -0.15 -2.57
H -6.85 0.26 -0.17
H -5.08 1.10 1.31
H -2.87 3.78 -1.14
H -1.43 5.14 -2.60
H 1.03 4.89 -2.51
H 2.04 3.29 -0.90
H 0.61 1.97 0.59
C 3.63 -2.54 -1.30
N 4.14 -2.10 -0.01
C 5.27 -1.19 -0.08
C 6.08 -1.30 1.20
C 5.17 -1.01 2.38
N 3.91 -1.72 2.28
C 3.13 -1.77 3.50
C 3.36 -2.12 1.10
O 2.18 -2.54 1.08
H 4.34 -3.26 -1.72
H 3.53 -1.69 -1.97
H 2.66 -3.01 -1.17
H 4.91 -0.17 -0.26
H 5.87 -1.47 -0.94
H 6.91 -0.58 1.19
H 6.49 -2.30 1.29
H 4.97 0.07 2.46
H 5.65 -1.32 3.32
H 3.73 -2.26 4.28
H 2.22 -2.33 3.34
H 2.85 -0.76 3.83
N -3.04 0.84 4.98
C -1.74 0.49 4.57
N -0.80 1.47 4.80
N -1.50 -0.65 4.07
C -0.48 -1.39 3.69
N -0.04 -1.13 2.42
H -3.27 1.77 4.66
H -3.71 0.16 4.65
H -0.82 1.89 5.71
H 0.13 1.28 4.41
O 1.33 0.74 2.81
C 0.81 -0.14 2.11
```

Output
HOMO level (alpha / beta) = 0.37 / -1.54 eV
Electronic energy = -3813.523545 a.u.
HOMO-LUMO gap (alpha / beta) = 0.1497 / 0.2198 hartree
Relative energy (zero: lowest compared OMol25 entry of this formula, charge and spin) = 1.921 eV
F_max = 0.7 eV Å⁻¹
Net charge = -2
Spin multiplicity = 2
<S²> = 0.767